(P)
The following is a DFT calculation (wB97M-V/def2-TZVPD) of C5H9ClN2 as an isolated structure.

XYZ file:
```
17
Properties=species:S:1:pos:R:3:nbo_charge:R:1
C -0.90042 -0.57203 0.57645 -0.20
C -1.61047 0.77753 0.69719 -0.41
C -0.98100 1.22432 -0.67945 -0.41
C -0.09413 -0.01070 -0.52257 -0.10
C 2.03656 -0.97863 -0.32059 0.26
H -0.47245 -1.32165 1.24810 0.24
H -1.27292 1.40751 1.49710 0.21
H -2.68902 0.77325 0.71653 0.23
H -0.57566 2.16508 -0.57031 0.22
H -1.60856 1.03373 -1.62444 0.23
H -0.14535 -0.71464 -1.35220 0.21
H 1.27531 0.67067 0.78185 0.31
H 1.59108 -1.76799 -0.97490 0.16
H 3.24538 -0.18132 0.86442 0.33
N 1.29161 0.21460 -0.41855 -0.56
N 3.07196 -1.08097 0.28327 -0.62
Cl -2.16190 -1.63873 -0.20190 -0.11
```

Properties
**Kohn-Sham gap**: 0.3798 Ha
**LUMO level**: 0.021 hartree
**2S+1**: 1

(Q)
The following is a DFT calculation (wB97M-V/def2-TZVPD) of one molecule with the formula C5H9ClN2.

XYZ file:
```
17
Properties=species:S:1:pos:R:3:nbo_charge:R:1
C -3.85412 0.42495 -0.29606 -0.44
N -2.46240 0.27129 -0.35796 -0.49
C -1.97342 -0.79141 0.15113 0.29
N -0.58274 -1.01887 0.22238 -0.62
C 0.56796 -0.13474 0.23923 0.17
C 0.26275 1.31878 0.52445 -0.69
C 1.74469 -0.71347 -0.04798 -0.29
Cl 3.19871 0.18653 -0.25060 0.00
H -4.61221 -0.42457 -0.06138 0.17
H -4.09100 0.84914 -1.29534 0.20
H -4.19379 1.22888 0.36460 0.20
H -2.59650 -1.66451 0.68614 0.15
H -0.39755 -1.95962 0.50246 0.39
H -0.53584 1.58335 -0.21141 0.27
H 1.13407 2.14863 0.31191 0.24
H -0.04551 1.50377 1.65310 0.24
H 1.78909 -1.82773 -0.16544 0.21
```

Properties
**Kohn-Sham gap**: 0.3308 Ha
**LUMO level**: 0.030 hartree
**2S+1**: 1

(Q) ends up most stable, edging out the next structure by 115.4 kJ/mol.